Entry 1:
61
Properties=species:S:1:pos:R:3:lowdin_charge:R:1 method="wB97M-V/def2-TZVPD" e_above_lowest_kcal_mol=20.3 total_charge=0 total_energy_ev=-47844.8048 smiles="CN(Cc1ccccc1)C(=O)[C@H]1CC[C@@H](CNS(=O)(=O)c2cccc3cccnc23)CC1"
C -5.03487 -0.67317 0.36235 -0.04
N -3.92259 -0.38406 -0.50456 -0.08
C -2.92817 -1.22836 -0.87876 -0.41
O -2.12557 -0.88087 -1.72970 0.04
C -2.85888 -2.60654 -0.21986 -0.22
C -1.70006 -3.41501 -0.81396 -0.14
C -0.34136 -2.78972 -0.49641 -0.16
C -0.12129 -2.54569 0.99767 -0.28
C -1.32686 -1.82939 1.61226 -0.14
C -2.63770 -2.53856 1.29683 -0.14
H -3.45194 -2.02544 1.80586 0.10
H -2.60098 -3.56121 1.68064 0.12
H -1.37628 -0.81014 1.22020 0.10
H -1.19605 -1.75961 2.69451 0.13
C 1.11158 -1.66276 1.23463 -0.22
N 2.28266 -2.07485 0.49112 -0.12
S 3.56412 -1.04222 0.70085 0.64
O 4.60696 -1.44637 -0.19279 -0.28
O 3.86236 -0.96439 2.10182 -0.29
C 2.98833 0.59740 0.19822 -0.20
C 3.38756 1.66777 0.94502 -0.04
C 3.01815 2.97272 0.57971 -0.06
C 2.24196 3.18065 -0.52759 -0.03
C 1.80665 2.09385 -1.31303 -0.16
C 0.98253 2.24364 -2.44883 -0.01
C 0.60227 1.13443 -3.15300 -0.04
C 1.04426 -0.12520 -2.71156 -0.12
N 1.79816 -0.30473 -1.66258 0.12
C 2.19330 0.77027 -0.95278 -0.21
H 0.75010 -1.02177 -3.24021 0.12
H -0.03354 1.20518 -4.02083 0.11
H 0.66038 3.23439 -2.73836 0.12
H 1.94399 4.17864 -0.81627 0.12
H 3.34829 3.80572 1.18150 0.11
H 3.98538 1.48204 1.82348 0.12
H 2.10762 -2.11502 -0.50676 0.07
H 1.39996 -1.67910 2.28832 0.13
H 0.84151 -0.62608 0.97753 0.11
H 0.02132 -3.50804 1.49893 0.15
H -0.27086 -1.83994 -1.02289 0.08
H 0.43913 -3.45200 -0.87384 0.12
H -1.81286 -3.47174 -1.89774 0.12
H -1.74526 -4.42999 -0.41229 0.12
H -3.79756 -3.13309 -0.43198 0.14
C -3.80641 1.00967 -0.92566 -0.10
C -3.03259 1.78835 0.10757 -0.20
C -1.64612 1.68337 0.15034 -0.04
C -0.92385 2.32370 1.14096 -0.07
C -1.57960 3.08456 2.09493 -0.08
C -2.95810 3.20166 2.05403 -0.08
C -3.68144 2.55169 1.06831 -0.05
H -4.75839 2.64412 1.04259 0.11
H -3.47283 3.79672 2.79412 0.10
H -1.01576 3.58533 2.86768 0.10
H 0.15228 2.22955 1.17007 0.09
H -1.13987 1.09306 -0.59896 0.10
H -3.27362 1.01754 -1.87949 0.12
H -4.80799 1.42303 -1.06226 0.12
H -5.20385 -1.74334 0.43646 0.09
H -5.93520 -0.21776 -0.05873 0.09
H -4.88183 -0.25851 1.36390 0.09


Entry 2:
56
Properties=species:S:1:pos:R:3:lowdin_charge:R:1 method="wB97M-V/def2-TZVPD" e_above_lowest_kcal_mol=8.7 total_charge=0 total_energy_ev=-29933.3825 smiles=COc1ccc(C[C@@H](C)NCCC(c2ccccc2)c2ccccc2)cc1
C -2.01827 3.02828 -6.67388 -0.10
H -1.43165 3.88064 -6.31458 0.09
O -1.79009 1.87866 -5.89908 -0.09
C -2.11187 1.91495 -4.57133 -0.28
C -2.64583 3.01240 -3.90925 -0.03
C -2.93203 2.92753 -2.55586 -0.04
C -2.70606 1.76418 -1.83853 -0.24
C -2.16989 0.67033 -2.51083 -0.04
C -1.87436 0.74172 -3.85448 0.00
H -1.45751 -0.10256 -4.38109 0.12
H -1.97429 -0.23900 -1.96535 0.11
C -2.98174 1.69962 -0.36519 -0.12
H -3.67382 2.49360 -0.08063 0.11
H -3.43177 0.73830 -0.10953 0.12
C -1.67801 1.85911 0.44281 -0.40
N -0.85254 0.68747 0.21955 -0.03
H -1.19455 -0.07342 0.79756 0.11
C 0.56841 0.87110 0.42363 -0.22
C 1.33869 -0.41588 0.12585 -0.14
H 2.40193 -0.17104 0.10626 0.12
H 1.03785 -0.77327 -0.86004 0.12
C 1.09131 -1.51876 1.16599 -0.24
C 1.42077 -1.01043 2.55121 -0.22
C 0.42060 -0.74112 3.47562 -0.05
C 0.73155 -0.25002 4.73181 -0.08
C 2.05154 -0.02669 5.08122 -0.09
C 3.05750 -0.30140 4.16956 -0.07
C 2.74395 -0.78933 2.91468 -0.02
H 3.53193 -1.00933 2.20879 0.12
H 4.09040 -0.13454 4.43874 0.10
H 2.29612 0.35678 6.06086 0.10
H -0.05906 -0.04181 5.43842 0.10
H -0.61434 -0.91653 3.21406 0.11
C 1.86691 -2.79541 0.91442 -0.19
C 2.75765 -2.96821 -0.13497 -0.04
C 3.44021 -4.16424 -0.29067 -0.08
C 3.24579 -5.20420 0.59907 -0.10
C 2.35806 -5.04320 1.65009 -0.08
C 1.67724 -3.85122 1.80273 -0.03
H 0.98821 -3.72928 2.62711 0.12
H 2.19681 -5.84869 2.35178 0.10
H 3.78065 -6.13433 0.47571 0.10
H 4.12932 -4.28017 -1.11487 0.10
H 2.92910 -2.17545 -0.84590 0.10
H 0.02701 -1.78301 1.13851 0.14
H 0.89315 1.64420 -0.28100 0.12
H 0.82322 1.21774 1.44100 0.11
C -1.99200 2.10164 1.92472 -0.05
H -2.60769 1.29233 2.31499 0.08
H -1.07259 2.14827 2.50561 0.07
H -2.52850 3.03761 2.05714 0.07
H -1.13169 2.72293 0.04591 0.15
H -3.34481 3.79292 -2.05585 0.11
H -2.84338 3.93696 -4.42933 0.10
H -1.69831 2.77329 -7.68323 0.09
H -3.07924 3.29995 -6.68994 0.09


Entry 3:
82
Properties=species:S:1:pos:R:3:lowdin_charge:R:1 method="wB97M-V/def2-TZVPD" total_charge=0 total_energy_ev=-82548.6699 smiles="CN(C)B(O)N(COc1ccccc1)C(=O)O.O=C1OC[C@@H](F)O1.O=C1OC[C@@H](F)O1.O=C1OC[C@@H](F)O1.O=C1OC[C@@H](F)O1.O=C1OC[C@@H](F)O1"
C 2.98906 -2.19938 0.09274 -0.12
N 2.24754 -0.88162 0.17215 -0.14
C 2.10472 -0.53451 1.63749 -0.11
B 0.87297 -1.00965 -0.51662 -0.47
O 0.39246 -2.41567 -0.70848 0.02
N 0.10431 0.23786 -0.90933 0.09
C -0.63052 0.09352 -2.22271 -0.15
O -2.06689 0.41193 -2.16777 -0.14
C -2.71678 -0.13938 -0.96789 -0.15
C -2.80009 0.72520 0.46175 0.02
C -3.51864 0.05796 1.77771 -0.05
C -4.18413 -1.44257 1.74604 -0.08
C -4.17285 -2.31348 0.35236 -0.06
C -3.43148 -1.63708 -0.97364 0.01
C 0.93816 1.49675 -0.83150 -0.28
O 2.00212 1.60639 -1.63029 0.02
O 0.65828 2.59883 0.11176 0.03
H 2.48205 -2.98928 0.79930 0.10
H 3.16064 -2.57235 -1.00818 0.10
H 4.07751 -2.01697 0.54568 0.11
H 1.15315 0.10566 1.87004 0.10
H 3.04288 0.11087 1.98126 0.10
H 2.10765 -1.48487 2.35623 0.11
H -0.25075 -2.63668 0.03156 0.12
H -0.14491 0.88199 -2.97520 0.16
H -0.43074 -0.97210 -2.72293 0.16
H -2.28008 1.78586 0.42246 0.08
H -3.54345 0.70991 2.76299 0.08
H -4.66100 -1.84767 2.74248 0.08
H -4.68335 -3.38522 0.31712 0.09
H -3.44654 -2.29839 -1.95629 0.10
H -0.31594 2.83523 0.13449 0.10
C 4.48718 -1.80422 -4.89103 -0.07
C 5.32016 -2.28436 -3.75204 -0.33
O 4.77906 -3.55268 -3.45974 0.14
C 4.28456 -4.00880 -4.64469 -0.49
O 3.98635 -5.17189 -4.85955 0.14
O 4.17055 -3.00467 -5.56675 0.08
F 5.15815 -1.49225 -2.66854 0.08
H 3.56245 -1.31718 -4.56384 0.15
H 5.03247 -1.11834 -5.54497 0.15
H 6.38558 -2.38354 -3.98564 0.18
C 1.69158 -7.65317 -4.42055 -0.08
C 1.65084 -8.56877 -3.24509 -0.33
O 0.58231 -8.06796 -2.47417 0.14
C -0.26910 -7.50100 -3.37435 -0.50
O -1.42718 -7.20643 -3.12947 0.14
O 0.33087 -7.30946 -4.58877 0.07
F 2.78517 -8.46886 -2.51643 0.08
H 2.27432 -6.74558 -4.23060 0.13
H 2.08588 -8.14235 -5.31533 0.15
H 1.46183 -9.61722 -3.49916 0.18
C -4.17944 4.81711 2.68451 -0.08
C -4.14699 4.24372 4.05996 -0.32
O -3.32320 3.10802 3.92418 0.13
C -2.46658 3.41077 2.90870 -0.51
O -1.43640 2.79999 2.67727 0.13
O -2.89874 4.48821 2.18494 0.08
F -5.37774 3.83400 4.44080 0.08
H -4.94521 4.35644 2.05145 0.15
H -4.33247 5.89968 2.68870 0.13
H -3.72671 4.91512 4.81634 0.18
C 5.59279 1.59281 4.15193 -0.08
C 6.42577 1.11267 5.29093 -0.33
O 5.88466 -0.15566 5.58322 0.14
C 5.39016 -0.61178 4.39828 -0.50
O 5.09195 -1.77487 4.18342 0.14
O 5.27615 0.39235 3.47622 0.06
F 6.26375 1.90478 6.37443 0.08
H 4.66806 2.07984 4.47913 0.15
H 6.13807 2.27868 3.49799 0.15
H 7.49118 1.01348 5.05732 0.18
C -6.74326 8.05536 -0.63911 -0.07
C -6.54293 6.62491 -0.27118 -0.33
O -5.78327 6.69282 0.91423 0.11
C -6.14104 7.87113 1.49756 -0.50
O -5.90985 8.15699 2.66062 0.15
O -6.79811 8.69151 0.62194 0.08
F -5.81125 5.98346 -1.20971 0.09
H -5.90773 8.46533 -1.21635 0.15
H -7.66847 8.21508 -1.19935 0.15
H -7.47153 6.07571 -0.08244 0.18


For reference, max |F| by record: 1.0 0.5 8.4 eV Å⁻¹.